No. 1
92
Properties=species:S:1:pos:R:3:lowdin_charge:R:1 method="wB97M-V/def2-TZVPD" orbital_gap_ev=4.2 lumo_energy_ha=0.0564 total_charge=-1
C 0.3206 0.4930 0.3694 -0.163
O -0.2347 1.4943 -0.4487 -0.259
C -1.1352 2.3622 0.2490 -0.392
C -2.6092 2.2213 -0.1829 -0.361
P -3.0507 0.4656 -0.4638 0.632
N -3.8466 -0.1518 0.7946 -0.369
H 0.2731 -0.4433 -0.2123 0.070
H -0.2589 0.3093 1.2807 0.069
H 1.3814 0.6593 0.6198 0.077
H -1.0067 2.3028 1.3483 0.083
H -0.8299 3.3960 -0.0068 0.077
H -3.2379 2.6159 0.6404 -0.013
H -1.8880 -0.2919 -0.7575 -0.033
H -3.8432 0.3810 -1.6366 -0.049
H -3.8804 0.6073 1.4662 -0.117
C -1.4516 5.0148 -3.2667 -0.166
C -1.6897 3.5520 -3.5436 -0.169
O -3.0882 3.4692 -3.8604 -0.185
S -3.5488 4.8059 -4.5937 0.587
O -3.5407 4.5975 -6.0014 -0.243
O -4.6889 5.3248 -3.9309 -0.222
O -2.2717 5.7067 -4.2240 -0.203
H -1.7869 5.2837 -2.2632 0.133
H -0.4089 5.2986 -3.3900 0.124
H -1.4582 2.9239 -2.6813 0.108
H -1.1285 3.2114 -4.4190 0.129
C -1.2166 2.6683 5.5430 -0.169
C -1.4642 1.2003 5.2673 -0.170
O -2.8647 1.1189 4.9739 -0.180
S -3.3289 2.4648 4.2361 0.606
O -3.3165 2.2341 2.8399 -0.224
O -4.4590 2.9859 4.9183 -0.221
O -2.0406 3.3551 4.5986 -0.186
H -1.5365 2.9461 6.5508 0.129
H -0.1751 2.9479 5.4044 0.134
H -1.2162 0.5688 6.1167 0.137
H -0.9154 0.8603 4.3888 0.109
C -0.6290 -4.5100 2.6643 -0.158
C 0.6124 -4.1375 1.8797 -0.159
O 0.7290 -2.7229 2.0565 -0.187
S 0.1830 -2.3120 3.5039 0.595
O 1.2857 -2.1931 4.3920 -0.226
O -0.7681 -1.2785 3.3369 -0.213
O -0.5836 -3.6806 3.8354 -0.186
H -1.5384 -4.2694 2.1101 0.139
H -0.6430 -5.5594 2.9481 0.132
H 0.5329 -4.3810 0.8234 0.139
H 1.5059 -4.6097 2.2954 0.133
C 3.4788 -0.5053 -1.8249 -0.149
C 4.7536 -1.1606 -1.3484 -0.141
O 4.4886 -2.5707 -1.4385 -0.245
S 3.5070 -2.8437 -2.6685 0.592
O 4.2756 -3.2437 -3.7958 -0.228
O 2.4111 -3.6190 -2.2059 -0.226
O 3.0226 -1.3362 -2.9052 -0.173
H 2.7137 -0.5053 -1.0462 0.121
H 3.6432 0.5101 -2.1698 0.084
H 5.0093 -0.8883 -0.3281 0.143
H 5.5917 -0.9257 -2.0079 0.130
C -7.3302 -0.9190 2.5489 -0.157
C -6.8467 0.4819 2.2748 -0.156
O -8.0066 1.1631 1.7488 -0.184
S -9.3220 0.5744 2.4274 0.586
O -9.7172 1.4155 3.5029 -0.237
O -10.2355 0.2082 1.4030 -0.236
O -8.6726 -0.7522 3.0475 -0.203
H -7.3739 -1.5104 1.6330 0.132
H -6.7164 -1.4336 3.2827 0.132
H -6.0235 0.5037 1.5581 0.094
H -6.5451 0.9892 3.1946 0.131
C 3.9969 4.2561 -4.3787 -0.158
C 5.2861 4.7750 -3.7782 -0.164
O 5.2362 4.3558 -2.4091 -0.183
S 4.4610 2.9546 -2.3060 0.594
O 5.4208 1.9072 -2.2678 -0.221
O 3.4435 3.0756 -1.3325 -0.191
O 3.8028 2.9762 -3.7663 -0.179
H 3.1495 4.8931 -4.1175 0.134
H 4.0516 4.1515 -5.4592 0.137
H 5.3723 5.8564 -3.8399 0.135
H 6.1585 4.3126 -4.2456 0.133
C 5.1380 -7.8467 -1.1847 -0.167
C 6.3831 -7.4955 -1.9714 -0.168
O 6.5238 -6.0824 -1.8055 -0.180
S 5.9842 -5.6509 -0.3566 0.627
O 7.0860 -5.5469 0.5314 -0.216
O 5.0511 -4.5990 -0.5278 -0.209
O 5.1965 -7.0145 -0.0216 -0.187
H 4.2316 -7.5972 -1.7405 0.136
H 5.1098 -8.8947 -0.8962 0.133
H 6.2976 -7.7452 -3.0255 0.136
H 7.2689 -7.9794 -1.5524 0.132


No. 2
80
Properties=species:S:1:pos:R:3:lowdin_charge:R:1 method="wB97M-V/def2-TZVPD" orbital_gap_ev=6.4 lumo_energy_ha=0.0671 total_charge=-1
N -5.0571 0.3962 0.0586 0.116
C -4.8964 -0.7962 -0.7035 -0.506
O -4.7246 -1.8617 -0.1597 0.066
C -5.0882 -0.6579 -2.2002 -0.128
C -3.9247 -0.9895 -3.1307 -0.126
C -2.6209 -0.2616 -2.8313 -0.337
C -1.9552 0.4355 -4.0840 -0.184
O -1.3872 1.6183 -3.6195 -0.060
B -1.3955 1.4224 -2.1181 -0.726
C -1.0807 2.6938 -1.1726 -0.084
C -1.1582 2.2194 0.2889 -0.097
C 0.2097 1.9964 0.9417 -0.384
F 0.5865 3.1821 1.5488 0.062
F 1.1956 1.7607 0.0473 0.118
C 0.2112 0.9402 2.1073 -0.309
F -1.0218 0.4158 2.2865 0.137
F 0.5413 1.5810 3.2665 0.120
C 1.2087 -0.2660 2.0847 -0.353
F 1.0823 -0.8661 3.2996 0.129
F 2.4609 0.2160 2.0016 0.142
C 0.8835 -1.3691 1.0320 -0.401
F -0.1103 -2.1227 1.5380 0.138
F 0.4668 -0.8294 -0.1046 0.160
S 2.3463 -2.5531 0.6473 0.792
F 1.8742 -2.7517 -0.8531 -0.121
F 3.2246 -1.3100 0.2182 -0.123
F 2.8552 -2.4126 2.1523 -0.146
F 1.5312 -3.8466 1.0642 -0.129
F 3.6043 -3.4778 0.3668 -0.125
O -2.7497 0.8204 -1.9251 -0.026
H -6.0001 0.4458 0.4213 0.086
H -4.8930 1.1914 -0.5456 0.070
H -5.8860 -1.3628 -2.4432 0.116
H -5.4773 0.3347 -2.4034 0.105
H -3.7304 -2.0581 -3.0660 0.113
H -4.2675 -0.7610 -4.1406 0.100
H -1.9357 -0.9601 -2.3475 0.125
H -2.7726 0.5829 -4.7921 0.095
H -1.1707 -0.2530 -4.4243 0.116
H -0.4734 0.6135 -1.9308 0.118
H -1.8665 3.4441 -1.3219 0.097
H -0.1431 3.1914 -1.3979 0.096
H -1.8024 1.3483 0.3549 0.109
H -1.6166 2.9903 0.9088 0.123
C -5.3561 0.8367 4.5764 -0.172
O -5.0810 1.6825 3.4722 -0.126
H -6.4341 0.8313 4.7231 0.072
H -5.0228 -0.1875 4.3844 0.078
H -4.8798 1.2018 5.4924 0.071
H -4.1330 1.6807 3.3258 0.067
C 6.3690 -1.5900 3.2909 -0.159
O 5.3045 -0.7167 2.9379 -0.118
H 7.2646 -0.9852 3.4130 0.077
H 6.1588 -2.1128 4.2269 0.069
H 6.5469 -2.3275 2.5003 0.073
H 4.5141 -1.2488 2.8301 0.029
C 3.3897 3.9638 3.4559 -0.165
O 2.3375 4.8709 3.1606 -0.127
H 4.2920 4.5505 3.6160 0.071
H 3.1800 3.3871 4.3620 0.075
H 3.5618 3.2716 2.6268 0.076
H 1.5460 4.3439 3.0165 0.042
C 3.0829 0.5187 -3.6135 -0.157
O 2.5463 0.4421 -2.3047 -0.118
H 2.8179 1.4943 -4.0127 0.080
H 4.1754 0.4197 -3.6096 0.070
H 2.6550 -0.2497 -4.2653 0.076
H 2.7567 -0.4208 -1.9506 0.035
C 7.1474 -5.3708 4.2310 -0.162
O 5.8909 -4.8275 4.6165 -0.129
H 7.8200 -5.2626 5.0780 0.077
H 7.0638 -6.4320 3.9811 0.074
H 7.5686 -4.8333 3.3765 0.071
H 5.2913 -4.9181 3.8719 0.072
C -4.7639 1.2265 -7.4137 -0.162
O -3.9324 0.1006 -7.6814 -0.128
H -4.8880 1.3016 -6.3372 0.071
H -4.3007 2.1461 -7.7807 0.076
H -5.7436 1.0953 -7.8839 0.071
H -3.8218 0.0439 -8.6324 0.064


No. 3
66
Properties=species:S:1:pos:R:3:lowdin_charge:R:1 method="wB97M-V/def2-TZVPD" orbital_gap_ev=7.3 lumo_energy_ha=-0.0450 total_charge=0
C 0.8030 -3.0791 -1.6569 -0.142
C -0.6418 -3.0667 -2.4986 -0.240
C -1.2584 -1.5339 -2.3558 -0.226
C -1.3016 -0.7071 -3.7853 -0.203
C -0.4469 0.6917 -3.7746 -0.220
C -1.3301 2.0509 -4.0171 -0.213
C -2.6522 2.2043 -3.0603 -0.208
C -2.3250 2.9403 -1.5943 -0.189
C -1.9453 1.7180 -0.5641 -0.194
C -1.6029 2.1781 0.9668 -0.251
N -0.5142 3.2084 1.1265 -0.230
C 0.7212 2.9287 0.3175 -0.671
Br 1.4056 1.0496 0.3931 0.737
C 1.9766 3.9920 0.5831 -0.649
C 3.2740 3.2894 1.3271 -0.230
Br 2.6858 4.5246 -1.2581 0.600
S -0.2342 3.3167 2.8436 0.902
O 0.3667 4.7014 3.3064 -0.333
O -1.5490 3.1767 3.7092 -0.350
F 0.8261 2.1009 3.4779 -0.261
H 1.4244 -2.1779 -2.1260 0.081
H 1.3563 -4.1086 -1.7178 0.058
H 0.5780 -2.7553 -0.5306 0.080
H -1.3687 -3.7577 -1.8557 0.109
H -0.5297 -3.4327 -3.6045 0.106
H -0.6164 -1.0084 -1.5198 0.070
H -2.3848 -1.5635 -1.9659 0.111
H -2.4021 -0.5511 -4.1517 0.107
H -0.7763 -1.4186 -4.5817 0.108
H 0.2065 0.7687 -2.7913 0.089
H 0.3387 0.6337 -4.6702 0.116
H -1.7206 2.0245 -5.1381 0.118
H -0.6151 2.9891 -3.8399 0.116
H -3.4730 2.7904 -3.6736 0.113
H -3.1337 1.1539 -2.7808 0.103
H -3.2471 3.5912 -1.2455 0.121
H -1.4518 3.6897 -1.8152 0.097
H -2.9183 1.0293 -0.4965 0.141
H -1.1296 1.0662 -1.0917 0.056
H -2.6104 2.6581 1.3918 0.148
H -1.3979 1.1987 1.6162 0.136
H 0.4284 3.1220 -0.8246 0.082
H 1.6366 5.0053 1.0590 0.101
H 3.8708 2.6778 0.5051 0.064
H 3.0095 2.6616 2.2762 0.066
H 4.0068 4.1632 1.6638 0.100
C -1.2932 2.7426 8.6615 -0.276
S -1.3101 1.2635 7.6200 0.814
O -0.3270 0.2912 8.2013 -0.567
C -0.5248 2.0391 6.1862 -0.293
H -1.7090 2.4845 9.6383 0.047
H -0.2683 3.0994 8.7871 0.056
H -1.9076 3.5200 8.2014 0.051
H 0.4519 2.4401 6.4667 0.066
H -1.1651 2.8398 5.8086 0.031
H -0.3962 1.2825 5.4088 0.039
C 2.9566 -8.1954 -3.8824 -0.275
S 1.4845 -7.9001 -2.8731 0.809
O 0.9405 -6.5546 -3.2516 -0.569
C 2.3705 -7.7077 -1.3073 -0.276
H 2.6468 -8.3089 -4.9239 0.050
H 3.6427 -7.3493 -3.7989 0.057
H 3.4490 -9.1122 -3.5500 0.051
H 3.0933 -6.8922 -1.3849 0.056
H 2.8823 -8.6409 -1.0609 0.051
H 1.6453 -7.4757 -0.5239 0.051


No. 4
73
Properties=species:S:1:pos:R:3:lowdin_charge:R:1 method="wB97M-V/def2-TZVPD" orbital_gap_ev=7.8 lumo_energy_ha=0.0853 total_charge=-1
C 4.7563 1.9645 -0.2780 0.087
C 4.2212 0.8985 -0.4301 -0.141
C 3.4929 -0.3563 -0.6006 -0.203
C 2.2179 -0.3876 0.2750 -0.223
C 0.9318 0.0966 -0.4461 -0.156
B 0.6254 1.7265 -0.2329 -0.518
C 0.5113 2.5080 -1.6728 -0.096
C -0.6279 1.9960 0.7909 -0.347
F -0.4994 3.2479 1.4011 0.038
F -0.6452 1.0866 1.8442 0.052
C -2.0709 2.0471 0.2607 -0.335
F -2.1889 3.0433 -0.6547 0.126
F -2.9615 2.3510 1.2749 0.095
C -2.6651 0.7745 -0.4067 -0.299
F -3.8812 1.1616 -0.9004 0.109
F -1.9206 0.3646 -1.4518 0.161
C -2.9381 -0.4833 0.5096 -0.487
F -2.9820 -0.2008 1.8194 0.156
F -4.1539 -1.0018 0.1833 0.131
F -2.0336 -1.4429 0.3057 0.171
H 5.0438 2.9810 -0.1544 0.003
H 3.2760 -0.5388 -1.6510 0.081
H 4.1521 -1.1560 -0.2475 0.084
H 2.3623 0.1928 1.1857 0.097
H 2.0644 -1.4297 0.5887 0.091
H 1.0330 -0.1308 -1.5120 0.085
H 0.1230 -0.5145 -0.0373 0.056
H 1.5920 2.1893 0.3521 0.099
H 1.5148 2.5751 -2.1066 0.038
H -0.1193 2.0167 -2.4222 0.033
H 0.1816 3.5466 -1.5397 0.035
C 5.8029 -2.9723 1.6039 -0.170
O 6.0975 -1.6062 1.3603 -0.125
H 5.5896 -3.4318 0.6413 0.075
H 6.6508 -3.4927 2.0616 0.069
H 4.9234 -3.0834 2.2446 0.077
H 6.2725 -1.1794 2.2030 0.076
C -5.0898 -3.1127 2.8900 -0.167
O -5.0044 -1.8932 3.6144 -0.126
H -5.7314 -3.7854 3.4560 0.070
H -5.5256 -2.9595 1.8983 0.074
H -4.1069 -3.5778 2.7775 0.079
H -4.4338 -1.3049 3.1105 0.049
C 3.1367 -1.5186 -4.7919 -0.156
O 3.4684 -0.4469 -3.9214 -0.121
H 2.4573 -2.1755 -4.2584 0.060
H 2.6430 -1.1496 -5.6973 0.074
H 4.0274 -2.0906 -5.0739 0.074
H 4.0717 0.1425 -4.3816 0.078
C -5.3904 3.9230 -1.5560 -0.168
O -4.7353 5.1469 -1.8710 -0.126
H -6.4293 4.0159 -1.8673 0.073
H -4.9338 3.0865 -2.0870 0.066
H -5.3588 3.7247 -0.4818 0.076
H -3.8176 5.0573 -1.5949 0.065
C 5.1706 4.2547 3.2686 -0.169
O 4.5940 4.0858 1.9869 -0.135
H 6.2475 4.1446 3.1569 0.073
H 4.9610 5.2479 3.6796 0.070
H 4.8126 3.4951 3.9703 0.075
H 3.6376 4.1626 2.0661 0.084
C -8.2384 -1.4482 3.9466 -0.161
O -8.8619 -0.8555 2.8095 -0.125
H -9.0146 -1.6171 4.6905 0.075
H -7.7807 -2.4040 3.6876 0.059
H -7.4762 -0.7909 4.3649 0.074
H -8.1763 -0.6986 2.1540 0.069
C 3.1725 -5.5146 -4.0416 -0.165
O 2.2276 -4.5922 -3.5195 -0.126
H 4.0710 -5.4323 -3.4348 0.078
H 2.8028 -6.5426 -3.9848 0.072
H 3.4284 -5.2813 -5.0796 0.073
H 1.4263 -4.6550 -4.0467 0.076


No. 5
62
Properties=species:S:1:pos:R:3:lowdin_spin:R:1 method="wB97M-V/def2-TZVPD" orbital_gap_ev="9.6 / 6.3" s_squared=6.01 multiplicity=5 lumo_energy_ha="-0.3207 / -0.4420" total_charge=+3 relative_energy_kj_mol=0.0
Co 1.2066 -0.5182 -0.7915 2.780
N 1.4731 -2.5238 -0.7083 0.055
C 2.0733 -2.9284 -2.0334 0.010
C 1.0083 -3.2573 -3.0638 0.000
C -0.0433 -2.1819 -3.3488 0.004
C 0.4985 -0.7991 -3.7124 0.008
N 0.3863 0.1546 -2.5486 0.061
H 2.1487 -2.7341 0.0267 0.006
H 0.6785 -3.1305 -0.5097 0.005
H 2.7136 -3.7963 -1.8811 0.002
H 2.7283 -2.1119 -2.3567 0.003
H 0.4997 -4.1769 -2.7632 0.000
H 1.5300 -3.5036 -3.9908 0.000
H -0.7397 -2.0796 -2.5046 0.002
H -0.6603 -2.5425 -4.1713 0.000
H -0.0485 -0.3719 -4.5510 0.002
H 1.5487 -0.8382 -4.0053 0.000
H -0.5964 0.4100 -2.4631 0.006
H 0.8526 1.0285 -2.7963 0.004
C -4.2014 -0.4299 1.9068 0.035
C -2.8608 -0.8884 1.3002 0.067
C -3.0567 -1.6183 -0.0330 0.017
P -1.6930 0.5059 1.1764 0.546
C -0.6388 0.6667 2.6509 0.065
C -1.4708 0.6486 3.9467 0.032
C 0.4096 -0.4513 2.6612 0.030
C -2.2832 2.0962 0.5122 0.073
C -2.9219 2.9583 1.6206 0.038
C -3.2043 1.9307 -0.7002 0.002
H -4.7886 -1.3226 2.1271 0.009
H -4.7722 0.1732 1.2027 0.000
H -4.0828 0.1216 2.8378 0.000
H -2.3639 -1.5604 2.0086 0.000
H -3.4965 -0.9708 -0.7906 0.000
H -3.7426 -2.4511 0.1210 0.000
H -2.1198 -2.0312 -0.4161 0.004
H -0.1445 1.6374 2.5417 0.000
H -1.9366 -0.3250 4.1024 0.000
H -2.2401 1.4176 3.9677 0.000
H -0.7988 0.8296 4.7866 0.008
H -0.0465 -1.4418 2.7020 0.000
H 1.0441 -0.3517 3.5426 0.002
H 1.0761 -0.4085 1.7855 0.012
H -1.3579 2.5943 0.1955 0.008
H -3.8202 2.4935 2.0245 0.000
H -3.2120 3.9081 1.1694 0.007
H -2.2298 3.1798 2.4315 0.001
H -4.2045 1.6184 -0.4048 0.000
H -2.8267 1.2141 -1.4326 0.002
H -3.2997 2.8944 -1.1993 0.000
C 5.4951 2.3930 1.1029 0.001
N 4.5763 1.6761 0.2039 0.008
C 4.7476 1.5146 -1.1498 0.005
C 3.6663 0.8320 -1.5961 0.006
N 2.8236 0.5736 -0.5220 0.055
C 3.4257 1.1066 0.5460 0.017
H 6.5052 2.2856 0.7194 0.000
H 5.4406 1.9517 2.0939 0.000
H 5.2236 3.4450 1.1399 0.000
H 5.6138 1.8908 -1.6673 0.000
H 3.4506 0.5102 -2.6015 0.001
H 3.0584 1.0847 1.5589 0.001


No. 6
68
Properties=species:S:1:pos:R:3:lowdin_charge:R:1 method="wB97M-V/def2-TZVPD" orbital_gap_ev=6.7 lumo_energy_ha=-0.1511 total_charge=+1
C -1.3015 2.6299 -0.0085 -0.110
C -1.8248 2.0766 -1.4142 -0.287
C -3.2131 1.2976 -1.3583 -0.638
I -3.1997 -0.4923 -0.1112 0.919
C -4.4566 2.2268 -0.9929 -0.205
N -4.3625 3.6345 -1.2456 0.214
C -5.6851 4.0725 -0.8186 -0.231
N -6.0029 5.3916 -0.8849 0.146
N -6.4919 2.9838 -0.3296 -0.020
F -7.7507 3.0757 0.1270 0.144
N -5.7353 1.8488 -0.4554 0.154
H -2.1138 2.9339 0.7215 0.076
H -0.6442 3.5445 -0.2412 0.091
H -0.5851 1.8656 0.4592 0.075
H -1.8924 2.8937 -2.2092 0.118
H -1.0385 1.3317 -1.8031 0.106
H -3.4188 0.9281 -2.4284 0.110
H -6.7779 5.6527 -1.5021 0.133
H -5.5049 6.0540 -0.2796 0.138
H -6.0540 0.9061 -0.2011 0.160
C -0.1073 -0.5605 2.3963 -0.125
O -0.7578 0.3873 3.2318 -0.208
C -1.7418 -0.2118 4.0713 -0.205
C -1.2136 -0.4227 5.4858 -0.197
O -0.1579 -1.3786 5.5084 -0.189
C 1.1258 -0.7703 5.5696 -0.103
H 0.7960 -0.0966 1.9940 0.083
H 0.1813 -1.4608 2.9431 0.091
H -0.7629 -0.8298 1.5628 0.003
H -2.0995 -1.1539 3.6412 0.122
H -2.5893 0.4802 4.1139 0.120
H -2.0217 -0.8239 6.1058 0.126
H -0.8907 0.5249 5.9301 0.127
H 1.3182 -0.4181 6.5878 0.091
H 1.2201 0.0628 4.8692 0.085
H 1.8717 -1.5243 5.3131 0.084
C 4.1760 -1.6733 2.7280 -0.105
O 3.5699 -0.8002 1.7837 -0.213
C 4.5301 -0.0814 1.0125 -0.194
C 4.7194 -0.7060 -0.3656 -0.197
O 5.3001 -2.0033 -0.2739 -0.186
C 4.3365 -3.0398 -0.3986 -0.107
H 3.4153 -2.3739 3.0791 0.086
H 4.9972 -2.2448 2.2902 0.086
H 4.5428 -1.0972 3.5829 0.090
H 5.4834 -0.0106 1.5463 0.128
H 4.1415 0.9342 0.8853 0.123
H 5.4142 -0.0846 -0.9396 0.126
H 3.7714 -0.7419 -0.9146 0.111
H 4.0537 -3.1553 -1.4501 0.085
H 3.4445 -2.8467 0.2024 0.080
H 4.7913 -3.9699 -0.0543 0.092
C 0.5764 -1.6068 -2.2597 -0.106
O -0.0304 -0.7335 -3.2046 -0.222
C 0.9309 -0.0098 -3.9726 -0.197
C 1.1271 -0.6322 -5.3505 -0.196
O 1.7122 -1.9273 -5.2564 -0.188
C 0.7530 -2.9685 -5.3851 -0.106
H -0.1825 -2.3105 -1.9110 0.087
H 1.4010 -2.1752 -2.6951 0.084
H 0.9390 -1.0296 -1.4029 0.082
H 1.8826 0.0632 -3.4357 0.125
H 0.5393 1.0049 -4.0999 0.119
H 1.8218 -0.0080 -5.9212 0.127
H 0.1819 -0.6710 -5.9028 0.126
H 0.4752 -3.0853 -6.4371 0.091
H -0.1422 -2.7794 -4.7880 0.081
H 1.2105 -3.8966 -5.0388 0.092


We obtain calculated total energy values of -6035.0981; -3123.6944; -7468.3310; -2121.3437; -2613.3319; -1738.6083 hartree for the records listed above, in that order.